The following is a quantum chemistry calculation of 15 unconnected molecules or ions with the total composition C60H165N15O15 in a non-equilibrium geometry, from OMol25.

Structure (XYZ):
```
255
Properties=species:S:1:pos:R:3
C 19.404 14.966 20.364
C 18.757 16.272 20.894
C 17.240 16.040 21.069
O 16.669 15.868 19.809
C 15.284 15.595 19.953
N 19.381 16.657 22.202
H 19.043 14.691 19.340
H 19.209 14.139 21.088
H 20.456 15.161 20.249
H 18.991 16.926 20.062
H 16.726 16.928 21.528
H 17.120 15.104 21.648
H 14.889 16.479 20.484
H 15.133 14.680 20.524
H 14.801 15.557 18.995
H 19.308 17.656 22.339
H 20.366 16.390 22.239
C 20.497 19.535 12.551
C 20.661 20.849 13.279
C 19.398 21.211 14.021
O 19.470 22.424 14.749
C 18.211 22.823 15.221
N 21.830 20.800 14.110
H 20.417 18.686 13.266
H 21.359 19.368 11.924
H 19.690 19.519 11.841
H 20.844 21.656 12.531
H 19.198 20.417 14.748
H 18.555 21.247 13.320
H 18.409 23.646 15.878
H 17.784 22.027 15.828
H 17.534 23.103 14.382
H 21.814 21.621 14.755
H 21.911 20.004 14.772
C 16.021 16.762 12.911
C 16.470 18.191 13.252
C 15.250 19.129 13.306
O 15.687 20.482 13.326
C 15.959 20.996 11.989
N 17.207 18.174 14.516
H 16.939 16.196 12.876
H 15.704 16.823 11.870
H 15.293 16.361 13.630
H 17.123 18.518 12.434
H 14.811 18.875 14.232
H 14.550 18.937 12.479
H 16.030 22.059 12.182
H 15.112 20.801 11.302
H 16.850 20.521 11.650
H 16.822 17.583 15.267
H 17.434 19.084 14.866
C 22.532 20.480 21.317
C 21.649 19.623 20.448
C 21.573 20.167 19.055
O 22.808 19.965 18.383
C 22.818 20.873 17.306
N 22.024 18.215 20.345
H 22.173 21.493 21.440
H 23.592 20.523 20.924
H 22.640 20.163 22.373
H 20.607 19.590 20.779
H 21.345 21.236 19.100
H 20.778 19.645 18.471
H 23.558 20.592 16.579
H 23.163 21.811 17.765
H 21.873 21.013 16.770
H 22.695 18.120 19.611
H 22.375 17.971 21.254
C 15.457 10.443 17.222
C 15.965 11.175 18.435
C 17.286 11.873 18.241
O 18.157 10.862 17.860
C 19.515 11.193 18.103
N 14.954 12.141 18.997
H 16.113 9.757 16.746
H 15.072 11.153 16.455
H 14.572 9.832 17.471
H 16.201 10.413 19.233
H 17.589 12.185 19.258
H 17.335 12.705 17.505
H 20.212 10.466 17.711
H 19.643 11.278 19.209
H 19.790 12.182 17.775
H 14.347 11.523 19.564
H 14.414 12.480 18.214
C 17.017 11.134 13.900
C 18.445 11.585 13.744
C 18.557 12.925 14.431
O 19.843 13.591 14.173
C 19.754 14.523 13.129
N 19.492 10.667 14.339
H 16.789 10.785 14.928
H 16.818 10.228 13.297
H 16.286 11.861 13.651
H 18.672 11.719 12.660
H 18.486 12.785 15.538
H 17.729 13.637 14.246
H 19.022 14.225 12.399
H 20.728 14.551 12.688
H 19.541 15.538 13.548
H 20.352 11.145 14.579
H 19.124 10.092 15.067
C 26.608 18.374 16.768
C 27.814 18.490 15.845
C 28.442 17.120 15.627
O 29.098 16.705 16.814
C 30.169 15.823 16.391
N 27.399 19.023 14.605
H 25.966 19.222 16.782
H 26.930 18.209 17.825
H 26.020 17.482 16.497
H 28.600 19.022 16.366
H 29.204 17.258 14.808
H 27.699 16.406 15.232
H 30.848 16.384 15.818
H 29.659 14.960 15.768
H 30.511 15.287 17.246
H 26.926 19.919 14.716
H 27.993 19.111 13.788
C 22.221 12.997 9.727
C 22.550 12.191 8.430
C 21.316 11.494 7.852
O 20.687 10.519 8.665
C 21.402 9.277 8.817
N 23.106 12.998 7.394
H 21.282 13.553 9.608
H 23.006 13.725 10.014
H 22.044 12.250 10.528
H 23.263 11.426 8.770
H 21.586 11.042 6.936
H 20.553 12.240 7.673
H 22.242 9.333 9.577
H 21.785 8.834 7.889
H 20.700 8.601 9.270
H 23.891 13.561 7.680
H 23.229 12.650 6.466
C 25.827 19.638 12.035
C 24.879 19.940 10.905
C 23.944 18.780 10.514
O 24.651 17.695 9.899
C 23.816 16.580 9.522
N 24.071 21.099 11.365
H 25.298 19.507 12.970
H 26.545 20.491 12.143
H 26.421 18.742 11.930
H 25.530 20.179 10.089
H 23.212 19.221 9.810
H 23.437 18.376 11.381
H 24.419 15.806 9.110
H 23.123 16.938 8.719
H 23.319 16.157 10.373
H 23.443 21.331 10.616
H 23.567 20.807 12.215
C 10.186 12.013 16.994
C 11.566 12.494 17.310
C 12.203 13.091 16.105
O 13.492 13.577 16.502
C 13.888 14.678 15.766
N 11.610 13.319 18.508
H 9.448 12.780 17.029
H 9.870 11.162 17.637
H 10.171 11.503 16.019
H 12.129 11.623 17.578
H 11.632 13.891 15.632
H 12.326 12.292 15.335
H 13.151 15.441 15.869
H 14.146 14.402 14.779
H 14.770 15.097 16.240
H 10.833 13.952 18.536
H 12.528 13.724 18.693
C 23.937 24.516 13.449
C 25.250 23.819 13.879
C 24.999 22.582 14.860
O 26.318 22.008 15.095
C 26.795 22.280 16.379
N 25.941 23.322 12.654
H 23.285 24.643 14.325
H 23.353 23.886 12.792
H 24.126 25.409 12.852
H 25.933 24.526 14.353
H 24.443 21.809 14.372
H 24.455 22.930 15.719
H 26.217 21.797 17.121
H 26.778 23.346 16.671
H 27.775 21.891 16.420
H 25.325 22.702 12.082
H 26.706 22.755 13.008
C 17.442 20.144 19.002
C 16.469 18.997 18.774
C 15.053 19.497 18.491
O 14.532 20.362 19.468
C 14.002 19.835 20.653
N 16.852 18.034 17.716
H 17.190 20.690 19.920
H 17.456 20.896 18.189
H 18.432 19.832 19.217
H 16.386 18.460 19.717
H 14.400 18.638 18.473
H 14.981 19.876 17.401
H 13.039 19.439 20.394
H 13.999 20.672 21.352
H 14.724 19.091 21.025
H 17.274 17.257 18.232
H 17.668 18.440 17.229
C 22.887 13.567 18.663
C 24.082 14.307 19.239
C 24.959 14.798 18.058
O 25.573 13.700 17.463
C 26.211 14.007 16.261
N 23.634 15.370 20.116
H 22.278 14.328 18.178
H 22.330 13.117 19.463
H 23.252 12.813 18.032
H 24.603 13.558 19.820
H 25.800 15.505 18.388
H 24.239 15.209 17.355
H 25.471 14.303 15.545
H 26.762 13.139 15.887
H 26.947 14.757 16.478
H 24.462 15.857 20.454
H 23.080 16.026 19.567
C 23.102 12.140 14.759
C 23.177 12.130 13.232
C 24.364 12.886 12.708
O 24.054 14.279 12.643
C 25.193 14.954 12.097
N 23.263 10.731 12.762
H 23.678 11.366 15.231
H 22.044 11.965 14.955
H 23.435 13.098 15.159
H 22.295 12.648 12.882
H 24.565 12.531 11.696
H 25.183 12.600 13.377
H 24.922 15.928 11.681
H 25.618 14.287 11.323
H 25.977 15.151 12.836
H 22.826 10.125 13.466
H 22.671 10.623 11.937
C 19.873 15.668 16.706
C 20.795 16.854 16.511
C 21.886 16.427 15.518
O 22.930 17.412 15.503
C 23.985 17.088 14.567
N 20.059 18.005 16.011
H 19.163 15.890 17.512
H 20.473 14.829 17.108
H 19.426 15.305 15.784
H 21.300 17.071 17.446
H 21.405 16.343 14.539
H 22.227 15.427 15.790
H 23.622 17.028 13.541
H 24.358 16.135 14.854
H 24.757 17.837 14.720
H 20.641 18.719 15.539
H 19.245 17.768 15.420
```

ΔE to the lowest compared entry with this formula, charge and spin	352.7	kJ/mol

Atomic partial charges in e from the Löwdin method, atoms 1 to 99:
1. C -0.06
2. C -0.40
3. C -0.22
4. O -0.24
5. C -0.09
6. N 0.05
7. H 0.07
8. H 0.09
9. H 0.05
10. H 0.11
11. H 0.13
12. H 0.13
13. H 0.08
14. H 0.08
15. H 0.07
16. H 0.06
17. H 0.06
18. C -0.04
19. C -0.45
20. C -0.21
21. O -0.18
22. C -0.10
23. N 0.06
24. H 0.08
25. H 0.05
26. H 0.07
27. H 0.15
28. H 0.11
29. H 0.12
30. H 0.08
31. H 0.08
32. H 0.10
33. H 0.08
34. H 0.06
35. C -0.05
36. C -0.42
37. C -0.20
38. O -0.21
39. C -0.07
40. N 0.05
41. H 0.05
42. H 0.08
43. H 0.07
44. H 0.12
45. H 0.11
46. H 0.12
47. H 0.08
48. H 0.09
49. H 0.06
50. H 0.07
51. H 0.04
52. C -0.06
53. C -0.45
54. C -0.23
55. O -0.18
56. C -0.12
57. N 0.06
58. H 0.07
59. H 0.10
60. H 0.08
61. H 0.12
62. H 0.13
63. H 0.12
64. H 0.07
65. H 0.10
66. H 0.08
67. H 0.05
68. H 0.07
69. C -0.07
70. C -0.41
71. C -0.24
72. O -0.21
73. C -0.10
74. N 0.07
75. H 0.05
76. H 0.08
77. H 0.08
78. H 0.16
79. H 0.12
80. H 0.13
81. H 0.08
82. H 0.10
83. H 0.06
84. H 0.09
85. H 0.02
86. C -0.06
87. C -0.40
88. C -0.19
89. O -0.22
90. C -0.12
91. N 0.07
92. H 0.06
93. H 0.09
94. H 0.06
95. H 0.14
96. H 0.12
97. H 0.12
98. H 0.08
99. H 0.07